Entry 1
C12H17N | wB97M-V/def2-TZVPD

```
30
Properties=species:S:1:pos:R:3
C -1.21 -1.67 -2.71
C -0.49 -0.57 -1.97
C 0.86 -0.45 -1.87
N 1.17 0.69 -1.13
C -0.01 1.31 -0.79
C -0.18 2.46 -0.04
C -1.48 2.91 0.12
C -2.55 2.14 -0.33
C -2.38 0.88 -0.90
C -1.07 0.45 -1.16
H -0.53 -2.19 -3.39
H -2.01 -1.37 -3.38
H -1.56 -2.30 -1.89
H 1.71 -0.96 -2.27
H 2.06 1.11 -0.92
H 0.66 3.03 0.34
H -1.68 3.87 0.50
H -3.59 2.43 -0.31
H -3.18 0.22 -1.19
C 0.20 -1.27 1.87
C 1.61 -0.76 1.58
C 2.51 -1.11 2.78
H -0.24 -0.78 2.74
H 0.17 -2.35 1.97
H -0.55 -1.09 1.09
H 1.90 -1.29 0.68
H 1.64 0.29 1.33
H 2.07 -1.89 3.40
H 3.47 -1.53 2.48
H 2.67 -0.23 3.39
```

Results
Structure (SMILES) ... Cc1c[nH]c2ccccc12.CCC
LUMO ... 0.894 eV
Net charge ... 0
Highest occupied orbital energy ... -7.84 eV

Entry 2
C12H17N | wB97M-V/def2-TZVPD

```
30
Properties=species:S:1:pos:R:3
C 0.71 -1.24 3.68
C 0.06 -0.50 2.60
C -0.36 0.81 2.32
N -1.19 0.85 1.18
C -1.29 -0.46 0.72
C -1.63 -1.00 -0.54
C -1.30 -2.32 -0.78
C -0.86 -3.22 0.20
C -0.30 -2.70 1.38
C -0.52 -1.32 1.57
H 1.49 -0.61 4.12
H 1.07 -2.25 3.47
H 0.19 -1.73 4.36
H -0.10 1.82 2.77
H -1.48 1.62 0.89
H -1.98 -0.30 -1.19
H -1.47 -2.75 -1.77
H -0.73 -4.30 -0.02
H 0.23 -3.43 1.85
C 0.70 3.40 -2.63
C 1.47 2.53 -3.65
C 2.87 3.00 -4.08
H -0.25 3.01 -2.54
H 1.09 3.43 -1.63
H 0.68 4.44 -2.86
H 1.70 1.52 -3.22
H 0.88 2.36 -4.56
H 3.71 2.89 -3.31
H 3.28 2.43 -4.83
H 2.80 4.07 -4.53
```

Results
Structure (SMILES) ... Cc1c[nH]c2ccccc12.CCC
LUMO ... 0.790 eV
Net charge ... 0
Highest occupied orbital energy ... -7.71 eV

Entry 3
C12H17N | wB97M-V/def2-TZVPD

```
30
Properties=species:S:1:pos:R:3
C -1.60 2.57 -1.30
C -1.05 1.68 -0.24
C -1.75 1.33 0.89
N -0.99 0.39 1.62
C 0.25 0.33 1.04
C 1.40 -0.30 1.62
C 2.60 0.05 1.05
C 2.60 0.93 -0.05
C 1.53 1.58 -0.58
C 0.26 1.10 -0.12
H -2.66 2.75 -1.19
H -1.50 2.08 -2.29
H -0.91 3.40 -1.47
H -2.64 1.81 1.23
H -1.25 0.01 2.50
H 1.33 -0.92 2.49
H 3.49 -0.36 1.52
H 3.55 1.22 -0.51
H 1.56 2.29 -1.39
C -0.37 -2.71 0.31
C -0.56 -3.13 -1.15
C -1.19 -2.29 -2.24
H -0.03 -1.67 0.25
H -1.25 -2.61 0.95
H 0.38 -3.37 0.74
H -1.14 -4.08 -1.18
H 0.41 -3.53 -1.44
H -1.22 -2.88 -3.15
H -0.72 -1.30 -2.33
H -2.26 -2.12 -2.07
```

Results
Structure (SMILES) ... Cc1c[nH]c2ccccc12.CCC
LUMO ... 0.914 eV
Net charge ... 0
Highest occupied orbital energy ... -7.86 eV

Most stable to least stable: entry 1, entry 3, entry 2

Entry 1
C3H5NOS | wB97M-V/def2-TZVPD

```
11
Properties=species:S:1:pos:R:3
C -2.14 -0.11 -0.71
C -3.02 -0.20 0.23
O -3.77 -0.36 1.08
H -1.14 -0.71 -0.56
H -2.38 0.22 -1.71
C 0.98 0.46 0.85
N 0.96 1.71 0.60
S 0.57 2.25 -0.86
H 0.69 -0.39 0.15
H 1.35 0.16 1.85
H 0.60 3.54 -0.55
```

Results
Structure (SMILES) ... C=C=O.C=NS
LUMO ... 0.733 eV
Net charge ... 0
Highest occupied orbital energy ... -8.96 eV

Entry 2
C3H5NOS | wB97M-V/def2-TZVPD

```
11
Properties=species:S:1:pos:R:3
N -1.36 0.29 -0.55
C -0.24 0.04 0.42
C 0.57 -1.25 0.02
S 2.13 -0.24 -0.25
C 1.14 0.98 0.23
O 1.21 2.22 -0.04
H -1.02 1.28 -1.21
H -2.15 0.39 0.12
H -1.02 0.13 1.48
H 0.60 -2.16 0.65
H 0.15 -1.66 -0.86
```

Results
Structure (SMILES) ... N[C@H]1CSC1=O
LUMO ... 0.303 eV
Net charge ... 0
Highest occupied orbital energy ... -9.61 eV

Entry 3
C3H5NOS | wB97M-V/def2-TZVPD

```
11
Properties=species:S:1:pos:R:3
N -0.08 -0.46 -1.34
C -0.58 -0.32 0.00
S -2.06 -0.56 0.66
C 0.76 0.13 0.86
C 1.94 0.76 0.17
O 2.11 1.06 -1.01
H 0.93 -0.33 -1.35
H -0.81 -0.66 -2.12
H 0.06 0.79 1.46
H 1.02 -0.62 1.74
H 2.75 1.05 0.95
```

Results
Structure (SMILES) ... NC(=S)CC=O
LUMO ... 0.277 eV
Net charge ... 0
Highest occupied orbital energy ... -8.81 eV

Entry 4
C3H5NOS | wB97M-V/def2-TZVPD

```
11
Properties=species:S:1:pos:R:3
O -2.27 -0.67 0.00
C -1.05 -0.49 0.00
C -0.34 0.78 -0.28
C 1.11 0.64 0.28
S 1.50 -1.00 -0.15
N -0.15 -1.47 0.13
H -0.94 1.54 0.23
H -0.38 0.96 -1.34
H 1.84 1.30 -0.27
H 1.18 0.86 1.35
H -0.50 -2.45 0.05
```

Results
Structure (SMILES) ... O=C1CCSN1
LUMO ... 0.633 eV
Net charge ... 0
Highest occupied orbital energy ... -8.62 eV

Most stable to least stable: entry 4, entry 3, entry 1, entry 2

Entry 1
C3H5NOS | wB97M-V/def2-TZVPD

```
11
Properties=species:S:1:pos:R:3
C -2.35 0.04 -0.12
C -1.09 -0.10 0.52
S 0.17 -0.74 -0.47
C 1.32 0.63 -0.48
N 2.54 0.50 -0.15
O 3.17 -0.60 0.27
H -3.21 0.03 0.60
H -2.72 -0.16 -1.22
H -1.14 0.12 1.65
H 0.82 1.59 -0.56
H 2.50 -1.31 -0.04
```

Results
Structure (SMILES) ... C=CS/C=N\O
LUMO ... 0.339 eV
Net charge ... 0
Highest occupied orbital energy ... -9.20 eV

Entry 2
C3H5NOS | wB97M-V/def2-TZVPD

```
11
Properties=species:S:1:pos:R:3
C -0.42 0.17 0.14
C 0.40 -0.52 -0.58
C -1.92 -0.10 0.17
N 2.32 0.40 0.05
O 2.32 1.61 0.30
S 3.49 -0.63 0.09
H 0.06 0.98 0.70
H 0.66 -1.35 -1.29
H -2.18 -1.20 -0.20
H -2.32 0.14 1.17
H -2.42 0.51 -0.55
```

Results
LUMO (alpha / beta) ... -0.489 / -0.488 eV
Net charge ... 0
Highest occupied orbital energy (alpha / beta) ... -8.46 / -8.46 eV

Entry 3
C3H5NOS | wB97M-V/def2-TZVPD

```
11
Properties=species:S:1:pos:R:3
C -0.78 1.26 1.32
S -0.82 0.86 -0.47
C 0.57 -0.41 -0.48
O 0.05 -1.56 0.28
C 0.80 -0.81 -1.88
N 1.09 -1.23 -2.90
H 0.16 1.73 1.40
H -1.27 0.42 1.82
H -1.42 2.11 1.32
H 1.55 -0.07 -0.05
H 0.06 -2.31 -0.36
```

Results
Structure (SMILES) ... CS[C@@H](O)C#N
LUMO ... 0.683 eV
Net charge ... 0
Highest occupied orbital energy ... -9.39 eV

Most stable to least stable: entry 3, entry 1, entry 2